{
  "formula": "C7H11N2",
  "method": "the ωB97M-V functional and the def2-TZVPD basis",
  "symbols": ["C", "C", "N", "C", "C", "C", "N", "C", "C", "H", "H", "H", "H", "H", "H", "H", "H", "H", "H", "H"],
  "coordinates": [[2.1831, 0.3775, 0.6336], [0.7772, 0.2578, 0.0770], [0.1333, 1.4625, 0.0947], [-1.1835, 1.7838, -0.2056], [-2.1987, 1.0264, 0.2042], [-2.0340, -0.3937, 0.7039], [-1.0995, -1.1902, 0.6778], [0.1521, -1.0739, 0.0925], [0.3828, -1.7916, -1.2734], [2.6148, 1.3361, 0.4517], [2.7712, -0.4633, 0.3148], [2.0865, 0.3078, 1.7387], [0.7564, 2.2455, 0.0701], [-1.3898, 2.8427, -0.5709], [-3.1983, 1.4390, -0.1796], [-2.8530, -0.6066, 1.4323], [0.9130, -1.5842, 0.6107], [1.2440, -1.4387, -1.9027], [-0.5521, -1.6174, -1.8651], [0.4944, -2.9196, -1.1049]],
  "lowdin_charge": [0.03, -0.09, 0.13, -0.09, 0.00, -0.11, 0.12, -0.37, 0.00, 0.09, 0.10, 0.14, 0.15, 0.16, 0.15, 0.14, 0.12, 0.10, 0.10, 0.12],
  "total_charge": 1,
  "homo_lumo_gap_ev": 8.399,
  "relative_energy_ev": 3.2594,
  "max_force_ev_per_a": 4.54,
  "smiles": "CC1=[NH+]C=CC=N[C@H]1C",
  "multiplicity": 1,
  "total_energy_ha": -382.50383
}